[1]
{"formula": "C4H11P", "method": "wB97M-V/def2-TZVPD", "gap_ev": [7.6, 7.6], "homo_ev": [-6.651, -6.651], "elements": ["C", "C", "C", "C", "P", "H", "H", "H", "H", "H", "H", "H", "H", "H", "H", "H"], "positions_angstrom": [[-2.03, -1.54, 0.49], [2.43, 0.07, -0.55], [-1.64, 1.09, -0.27], [1.56, 0.29, 0.68], [-0.85, -0.50, -0.05], [-1.90, -2.61, 0.46], [-2.78, -1.16, 1.18], [1.75, 0.33, -1.38], [3.11, 0.83, -0.38], [2.85, -0.97, -0.71], [-2.46, 0.88, -0.82], [-1.95, 1.62, 0.65], [-1.01, 1.79, -0.88], [1.41, 1.29, 0.98], [1.58, -0.30, 1.55], [-0.08, -1.13, -0.96]], "mulliken_charge": [-0.88, -0.71, -1.04, -1.02, 0.46, 0.28, 0.23, 0.20, 0.34, 0.24, 0.47, 0.30, 0.31, 0.37, 0.44, 0.00]}

=====

[2]
{"formula": "C29H45AsMnN3S5Si3Te", "method": "wB97M-V/def2-TZVPD", "gap_ev": [5.1, 7.3], "homo_ev": [-7.011, -7.673], "spin_multiplicity": 5, "elements": ["Mn", "C", "Si", "C", "C", "C", "Si", "C", "C", "C", "Si", "C", "C", "C", "C", "C", "C", "C", "N", "H", "H", "H", "H", "H", "H", "H", "H", "H", "H", "H", "H", "H", "H", "H", "H", "H", "H", "H", "H", "H", "H", "H", "H", "H", "H", "H", "H", "C", "As", "C", "C", "S", "H", "H", "H", "H", "H", "H", "H", "H", "H", "S", "C", "S", "C", "N", "N", "C", "C", "C", "C", "C", "C", "S", "H", "H", "H", "H", "H", "Te", "C", "C", "C", "C", "S", "H", "H", "H"], "positions_angstrom": [[0.06, 0.30, 0.49], [-3.73, -2.68, -1.16], [-2.94, -1.04, -0.67], [-2.35, -0.22, -2.27], [-4.34, -0.07, 0.07], [-1.49, -1.32, 0.49], [-2.04, -1.60, 2.26], [-2.85, -0.08, 3.01], [-0.60, -2.16, 3.32], [-3.34, -2.95, 2.36], [-0.50, -2.72, -0.17], [-0.18, -2.74, -2.02], [-0.99, -4.46, 0.32], [1.23, -2.41, 0.52], [2.26, -3.35, 0.59], [3.51, -2.97, 1.03], [3.72, -1.65, 1.40], [2.68, -0.76, 1.31], [1.45, -1.13, 0.88], [-4.57, -2.49, -1.84], [-4.12, -3.21, -0.28], [-3.04, -3.36, -1.67], [-2.84, 0.75, -2.43], [-2.56, -0.85, -3.14], [-1.28, -0.04, -2.25], [-5.10, 0.12, -0.70], [-4.02, 0.89, 0.48], [-4.83, -0.64, 0.88], [-2.62, 0.82, 2.43], [-2.48, 0.08, 4.03], [-3.94, -0.21, 3.04], [0.26, -1.49, 3.21], [-0.28, -3.17, 3.05], [-0.88, -2.16, 4.38], [-4.25, -2.68, 1.80], [-3.63, -3.07, 3.41], [-2.99, -3.92, 1.99], [-1.10, -2.85, -2.60], [0.47, -3.59, -2.25], [0.32, -1.83, -2.36], [-2.02, -4.66, 0.03], [-0.90, -4.62, 1.40], [-0.35, -5.19, -0.19], [2.05, -4.37, 0.30], [4.32, -3.69, 1.09], [4.69, -1.30, 1.75], [2.79, 0.27, 1.59], [2.55, 3.86, -0.17], [2.08, 2.91, -1.76], [3.63, 3.09, -2.90], [0.76, 3.96, -2.68], [1.75, 0.84, -1.53], [3.08, 4.77, -0.46], [3.19, 3.23, 0.44], [1.66, 4.10, 0.40], [3.87, 4.14, -2.99], [3.40, 2.67, -3.87], [4.46, 2.55, -2.46], [1.28, 4.71, -3.26], [0.11, 4.44, -1.95], [0.17, 3.31, -3.32], [-3.98, 6.58, 2.12], [-3.40, 5.12, 1.62], [-1.87, 4.91, 0.81], [-2.11, 3.18, 0.71], [-3.20, 2.80, 1.26], [-3.92, 3.86, 1.76], [-5.17, 3.53, 2.40], [-5.19, 2.46, 3.28], [-6.38, 2.09, 3.89], [-7.55, 2.79, 3.61], [-7.52, 3.84, 2.71], [-6.33, 4.21, 2.09], [-0.95, 2.23, -0.16], [-4.27, 1.93, 3.49], [-6.39, 1.26, 4.58], [-8.47, 2.52, 4.10], [-8.43, 4.38, 2.47], [-6.31, 5.02, 1.37], [0.54, 1.83, 2.66], [1.54, 0.92, 4.29], [2.88, 0.77, 4.51], [3.19, 0.27, 5.81], [2.07, 0.06, 6.56], [0.65, 0.46, 5.68], [3.64, 1.01, 3.77], [4.19, 0.09, 6.18], [2.00, -0.30, 7.58]], "mulliken_charge": [-0.04, -1.08, 0.11, -1.04, -0.14, 1.48, -0.10, -0.37, -0.67, -1.10, -1.33, -1.07, -1.19, 0.43, -0.83, -0.43, -1.20, -0.26, 1.35, 0.39, 0.28, 0.30, 0.34, 0.45, 0.13, 0.44, -0.29, 0.21, -0.38, 0.65, 0.32, -0.08, 0.22, 0.40, 0.29, 0.42, 0.28, 0.32, 0.41, 0.24, 0.37, 0.37, 0.47, 0.43, 0.44, 0.44, 0.32, -0.86, 0.83, -1.18, -0.97, -0.63, 0.45, 0.28, 0.20, 0.42, 0.36, 0.36, 0.45, 0.26, 0.31, -0.32, 0.15, -0.16, -0.34, -0.16, 0.21, 0.13, -0.16, -0.68, -0.48, -0.66, -0.38, 0.04, 0.53, 0.40, 0.39, 0.37, 0.43, -0.09, 0.06, -0.30, -0.61, -0.50, -0.07, 0.45, 0.36, 0.39]}

=====

[3]
{"formula": "C5H8O4", "method": "wB97M-V/def2-TZVPD", "gap_ev": 7.8, "charge": -2, "homo_ev": -1.501, "elements": ["C", "C", "C", "O", "O", "H", "H", "H", "H", "H", "C", "C", "O", "O", "H", "H", "H"], "positions_angstrom": [[-0.78, 0.03, 1.42], [-0.64, 0.54, 2.84], [-1.61, -1.28, 1.32], [-2.09, -1.53, 0.19], [-1.71, -1.96, 2.37], [-1.18, 0.76, 0.71], [0.22, -0.17, 1.02], [-0.10, -0.19, 3.45], [-1.65, 0.63, 3.28], [-0.23, 1.55, 2.91], [1.17, -0.37, -2.65], [1.69, 1.05, -3.02], [0.83, 1.97, -3.00], [2.91, 1.14, -3.28], [1.34, -0.53, -1.59], [1.72, -1.17, -3.16], [0.10, -0.47, -2.81]], "mulliken_charge": [-0.10, -1.10, 0.46, -0.74, -0.75, 0.30, 0.04, 0.24, 0.24, 0.39, -0.67, 0.56, -0.72, -0.75, 0.05, 0.29, 0.24]}

=====

[4]
{"formula": "C22H40MgN4S2Sb", "method": "wB97M-V/def2-TZVPD", "gap_ev": 8.4, "charge": 1, "homo_ev": -11.193, "elements": ["Mg", "C", "C", "C", "N", "C", "C", "H", "H", "H", "H", "H", "S", "C", "N", "C", "C", "C", "C", "Sb", "C", "C", "C", "C", "C", "C", "C", "C", "H", "H", "H", "H", "H", "H", "H", "H", "H", "H", "H", "H", "H", "H", "H", "H", "H", "H", "H", "H", "H", "H", "H", "H", "H", "H", "H", "S", "C", "N", "C", "C", "C", "N", "H", "H", "H", "H", "H", "H", "H", "H"], "positions_angstrom": [[-0.02, -1.46, 0.57], [4.87, -1.77, 0.61], [4.14, -1.79, 1.78], [2.76, -1.79, 1.70], [2.11, -1.75, 0.54], [2.82, -1.77, -0.59], [4.20, -1.78, -0.61], [5.95, -1.74, 0.63], [4.63, -1.80, 2.75], [2.14, -1.81, 2.60], [2.24, -1.77, -1.51], [4.73, -1.78, -1.55], [-2.45, -0.96, 0.70], [-3.88, -1.78, 0.68], [-4.90, -2.34, 0.63], [2.75, 1.78, 1.73], [2.01, 2.30, 0.50], [2.04, 3.83, 0.49], [2.68, 1.77, -0.76], [-0.05, 1.40, 0.56], [-1.07, 2.11, -1.33], [-0.62, 1.10, -2.39], [-0.62, 3.52, -1.68], [-2.59, 2.09, -1.20], [-0.97, 2.13, 2.50], [-0.49, 3.54, 2.82], [-0.48, 1.12, 3.53], [-2.49, 2.13, 2.44], [3.80, 2.05, 1.66], [2.69, 0.70, 1.82], [2.36, 2.23, 2.65], [3.08, 4.16, 0.46], [1.59, 4.26, 1.38], [1.55, 4.24, -0.39], [3.74, 2.03, -0.75], [2.25, 2.21, -1.66], [2.61, 0.68, -0.83], [0.46, 1.12, -2.53], [-1.09, 1.35, -3.35], [-0.92, 0.09, -2.12], [0.43, 3.56, -1.96], [-0.80, 4.21, -0.86], [-1.20, 3.88, -2.54], [-2.96, 1.12, -0.87], [-3.03, 2.30, -2.18], [-2.94, 2.85, -0.50], [0.58, 3.57, 3.03], [-1.01, 3.90, 3.71], [-0.70, 4.23, 2.00], [0.61, 1.12, 3.61], [-0.82, 0.11, 3.29], [-0.88, 1.38, 4.52], [-2.87, 2.89, 1.76], [-2.88, 2.36, 3.44], [-2.90, 1.16, 2.15], [-0.03, -4.04, 0.47], [-1.09, -4.29, -0.86], [-0.59, -4.19, -2.10], [-1.38, -4.52, -3.28], [-2.81, -4.08, -3.03], [-3.31, -4.81, -1.80], [-2.36, -4.63, -0.70], [0.41, -4.15, -2.17], [-1.35, -5.59, -3.47], [-0.94, -4.00, -4.14], [-3.43, -4.32, -3.89], [-2.84, -3.00, -2.86], [-3.44, -5.88, -2.01], [-4.27, -4.41, -1.47], [-2.74, -4.60, 0.24]], "mulliken_charge": [0.83, -0.32, -0.53, -0.55, 0.39, -0.52, -0.62, 0.42, 0.47, 0.41, 0.44, 0.47, 0.04, -0.02, -0.59, -1.60, 1.62, -1.49, -1.66, 0.57, 1.64, -1.47, -1.69, -1.70, 1.58, -1.70, -1.54, -1.57, 0.52, 0.16, 0.29, 0.50, 0.25, 0.25, 0.51, 0.30, 0.16, 0.25, 0.49, 0.19, 0.32, 0.29, 0.55, 0.30, 0.51, 0.32, 0.32, 0.55, 0.29, 0.27, 0.28, 0.49, 0.32, 0.50, 0.25, -0.47, 0.17, -0.08, -0.66, -0.51, -0.67, -0.09, 0.25, 0.30, 0.41, 0.37, 0.20, 0.33, 0.41, 0.32]}

=====

[5]
{"formula": "C4H9IN2", "method": "wB97M-V/def2-TZVPD", "gap_ev": [7.9, 7.9], "charge": 2, "homo_ev": [-16.984, -16.984], "elements": ["C", "C", "C", "C", "N", "N", "I", "H", "H", "H", "H", "H", "H", "H", "H", "H"], "positions_angstrom": [[-1.14, 0.01, -0.12], [-1.91, -0.99, 0.10], [-0.47, -1.36, 0.02], [2.21, 1.05, -0.25], [-3.27, -1.49, 0.32], [3.03, 2.39, -0.19], [3.44, -0.55, 0.04], [-0.09, -1.67, -0.94], [0.05, -1.74, 0.85], [-0.99, 1.07, -0.40], [-3.33, -2.07, 1.21], [-3.27, -2.12, -0.47], [-3.94, -0.66, 0.29], [2.42, 3.14, -0.44], [3.31, 2.50, 0.78], [3.95, 2.49, -0.81]], "mulliken_charge": [0.09, -0.28, -0.67, -0.23, -0.20, -0.38, 0.38, 0.22, 0.27, 0.38, 0.41, 0.41, 0.40, 0.37, 0.40, 0.44]}

=====

Record-wise energy above the lowest of the compared OMol25 structures with the same formula, charge and spin values, in kJ/mol: 378.26; 49.39; 16.24; 53.74; 325.11